Entry 1:
Molecular formula: C4H4O
Method: DFT, ωB97M-V with the def2-TZVPD basis set

- Orbital gap: 10.3 eV
- HOMO: -9.61 eV
- Molecular weight: 68.1 g/mol
- ΔE to the lowest compared entry with this formula, charge and spin: 90.36 kcal/mol
- Calculated total energy: -6255.4609 eV
- LUMO level: 0.71 eV

Geometry as XYZ:
```
9
Properties=species:S:1:pos:R:3:forces:R:3
C 2.18420 0.42519 -0.35567 2.066 0.500 -2.101
C -1.29620 -0.60961 -0.18915 -2.035 -1.738 -0.922
C 0.94904 0.48946 0.35650 -1.964 0.087 2.517
C -0.46588 0.40785 -0.20061 1.268 -0.502 0.908
O 1.84286 -0.66573 0.19491 -0.339 -0.847 0.088
H 1.17811 0.86227 1.40220 -1.249 -0.040 -1.178
H -0.92455 1.23970 -0.64334 0.119 1.735 -0.290
H -1.11401 -1.66931 0.05867 0.337 0.802 0.317
H -2.35358 -0.47983 -0.62353 1.795 0.003 0.662
```
Forces are in eV/Å.

---

Entry 2:
Molecular formula: C43H39BN11O2PdS
Method: DFT, ωB97M-V with the def2-TZVPD basis set

- Total charge: +3
- <S²>: 6.047
- Orbital gap (alpha / beta): 5.4 / 4.0 eV
- HOMO (alpha / beta): -13.16 / -13.72 eV
- Spin multiplicity: 5
- Molecular weight: 891.2 g/mol
- ΔE to the lowest compared entry with this formula, charge and spin: 3.55 kcal/mol
- Calculated total energy: -80679.8689 eV
- LUMO level (alpha / beta): -7.77 / -9.76 eV

Geometry as XYZ:
```
98
Properties=species:S:1:pos:R:3:forces:R:3
Pd -0.70764 -0.19575 -0.58424 0.288 -0.410 1.182
C -1.95794 -4.56797 -0.48610 0.030 -0.103 -0.053
C -1.21703 -3.43369 -0.77243 0.002 0.046 0.126
N -1.42822 -2.29477 -0.11237 -0.125 0.097 -0.310
C -2.33787 -2.29324 0.87535 -0.047 0.177 0.112
C -3.11477 -3.43040 1.09193 0.002 -0.135 0.029
N -2.93499 -4.55469 0.41669 0.050 0.149 0.017
C -2.43314 -1.06205 1.69415 0.049 -0.097 -0.193
C -3.00439 -1.00858 2.93185 -0.151 0.093 0.130
C -2.94456 0.18476 3.71759 0.224 -0.008 -0.405
C -2.20587 1.26463 3.13499 -0.159 -0.081 0.198
C -1.65779 1.14824 1.89149 0.154 0.259 -0.296
N -1.79924 0.01484 1.15803 -0.091 -0.124 0.263
C -0.87391 2.21145 1.20561 -0.313 -0.216 0.153
C -0.61462 3.45691 1.76916 0.067 0.175 -0.021
N 0.05162 4.40832 1.13064 -0.099 -0.214 0.000
C 0.45709 4.12920 -0.10320 0.092 0.136 -0.100
C 0.21966 2.89846 -0.69393 -0.032 -0.053 0.226
N -0.42861 1.93953 -0.03329 0.031 0.014 -0.156
C -3.54990 0.27852 5.00540 -0.230 0.021 0.422
C -4.54373 -0.65194 5.43379 -0.027 -0.141 -0.120
C -5.13743 -0.55415 6.67306 0.384 0.291 -0.239
N -4.69218 0.45410 7.39477 -0.270 0.031 0.568
C -3.79628 1.39317 7.17061 -0.070 -0.329 -0.411
C -3.20410 1.30874 5.92949 0.125 0.145 -0.067
H -1.76686 -5.49901 -1.00565 -0.024 -0.005 0.016
H -0.43467 -3.43541 -1.51908 -0.015 0.000 -0.057
H -3.91141 -3.42278 1.82525 0.005 -0.024 0.006
H -3.45045 -1.90451 3.33795 0.007 -0.002 0.004
H -2.11117 2.20014 3.66428 0.030 -0.008 0.006
H -0.95681 3.69580 2.76748 0.013 0.016 0.000
H 0.99002 4.90342 -0.64131 -0.006 0.002 0.016
H 0.53747 2.67320 -1.69789 0.048 0.005 -0.072
H -4.90767 -1.43927 4.78955 0.031 0.018 -0.014
H -5.91512 -1.19904 7.05951 -0.011 -0.004 0.003
H -3.57229 2.12532 7.93474 0.007 0.004 0.009
H -2.43669 2.03839 5.71524 -0.010 -0.021 -0.023
N -2.15595 -2.73370 -3.78613 -0.040 -0.002 -0.022
C -2.87360 -1.81467 -3.16933 0.038 0.065 0.208
N -2.38467 -0.62509 -2.72074 -0.089 0.069 -0.254
C -3.43334 0.20695 -2.20525 0.275 -0.075 0.011
C -3.30708 1.51529 -1.76459 -0.094 0.005 0.039
C -4.44677 2.14280 -1.28385 0.029 -0.010 -0.005
C -5.67663 1.48826 -1.24782 0.001 0.021 0.009
C -5.80132 0.18698 -1.70441 0.046 -0.001 0.017
C -4.65843 -0.43716 -2.18174 -0.124 0.039 0.052
S -4.54380 -2.04121 -2.86754 -0.061 -0.074 0.026
H -1.18904 -2.53840 -4.01723 0.044 0.007 0.023
H -2.60547 -3.55245 -4.16673 -0.008 -0.004 0.000
H -2.36866 2.04421 -1.82776 0.010 -0.004 -0.020
H -4.37822 3.16954 -0.95052 -0.020 0.002 -0.003
H -6.55114 2.00786 -0.88162 0.003 0.002 0.001
H -6.75803 -0.31733 -1.69986 0.001 -0.002 -0.013
N 5.47695 -0.41929 3.19294 0.182 0.015 -0.117
C 6.85587 -0.36278 3.18214 -0.091 0.045 0.326
C 7.79445 -0.25145 4.21254 -0.081 -0.021 -0.101
C 9.11129 -0.21376 3.82461 0.101 -0.010 -0.114
C 9.49826 -0.28475 2.46318 -0.027 0.017 0.177
C 8.57064 -0.39332 1.46049 -0.030 -0.027 -0.014
C 7.21915 -0.43363 1.83483 -0.061 -0.026 -0.335
N 6.09189 -0.53970 1.04476 0.197 0.025 0.155
C 5.08843 -0.52739 1.88284 -0.233 -0.037 -0.007
C 3.71068 -0.61301 1.42675 0.105 -0.013 -0.024
C 2.59508 -0.50159 2.25740 -0.092 -0.029 0.112
C 1.32640 -0.56138 1.71920 0.006 -0.099 -0.034
N 1.11309 -0.75504 0.41217 0.324 0.431 -0.065
C 2.18384 -0.88909 -0.39206 -0.059 -0.182 0.004
C 3.47410 -0.82526 0.06213 0.036 -0.031 -0.011
H 4.89689 -0.42256 4.01160 -0.017 -0.008 0.031
H 7.50696 -0.19972 5.25364 0.002 0.004 0.002
H 9.88138 -0.12877 4.57942 -0.001 -0.001 -0.005
H 10.55152 -0.25270 2.22171 -0.001 0.000 -0.003
H 8.85874 -0.45309 0.42026 -0.016 0.010 -0.003
H 2.69232 -0.36349 3.32547 0.005 0.021 -0.008
H 0.45005 -0.47216 2.34764 0.005 0.048 0.005
H 1.96892 -1.09588 -1.43149 0.012 0.056 -0.101
H 4.31406 -0.94561 -0.60801 -0.006 0.010 0.003
C -0.63011 1.64645 -5.67379 -0.014 0.010 -0.084
C 0.20343 1.20997 -4.48508 -0.026 -0.026 0.183
C 1.27199 2.23780 -4.18798 -0.009 0.117 -0.032
O -0.76264 1.17334 -3.33939 0.193 -0.015 -0.007
B -1.02736 -0.13195 -3.11681 -0.376 0.094 -1.134
O -0.11525 -1.01963 -3.59645 0.124 0.045 -0.080
C 0.75230 -0.27445 -4.57329 -0.150 -0.046 0.160
C 0.52751 -0.94881 -5.91189 0.046 -0.009 -0.082
C 2.19235 -0.44617 -4.14747 0.089 -0.066 0.015
H -1.04898 2.63117 -5.47286 0.002 0.000 0.010
H -1.45473 0.96333 -5.87551 -0.004 -0.004 0.014
H -0.01838 1.72055 -6.57279 0.002 -0.008 0.015
H 0.82243 3.22933 -4.13188 -0.013 -0.011 0.024
H 2.00124 2.26144 -4.99868 -0.024 -0.004 -0.002
H 1.81351 2.03517 -3.26624 -0.003 -0.009 0.004
H -0.52306 -0.97747 -6.19557 -0.011 0.004 0.010
H 0.91357 -1.96793 -5.87734 -0.005 -0.001 0.010
H 1.07159 -0.42466 -6.69787 0.003 -0.003 0.016
H 2.42868 0.05086 -3.21071 -0.037 -0.004 0.064
H 2.85348 -0.03643 -4.91153 -0.006 -0.005 0.012
H 2.42108 -1.50829 -4.05502 -0.015 0.003 -0.008
```
Forces are in eV/Å.

---

Entry 3:
Molecular formula: C5H12OS
Method: DFT, ωB97M-V with the def2-TZVPD basis set

- Total charge: -1
- <S²>: 0.752
- Orbital gap (alpha / beta): 2.1 / 8.9 eV
- HOMO (alpha / beta): 1.14 / -5.34 eV
- Spin multiplicity: 2
- Molecular weight: 120.2 g/mol
- ΔE to the lowest compared entry with this formula, charge and spin: 13.73 kcal/mol
- Calculated total energy: -18260.5126 eV
- LUMO level (alpha / beta): 3.25 / 3.56 eV

Geometry as XYZ:
```
19
Properties=species:S:1:pos:R:3:forces:R:3
C -2.10095 0.80294 -0.13719 -1.551 -0.985 -0.289
O -2.91191 0.22643 -1.19997 0.628 0.123 0.062
C -1.35027 -0.31965 0.56310 0.243 0.679 -1.386
C -0.16522 -0.98383 -0.21958 -0.654 1.446 1.677
C 0.83677 0.07627 -0.71590 -1.059 -1.038 -1.019
S 1.63860 1.03375 0.51163 0.869 0.340 0.687
C 3.05365 -0.03261 0.88260 0.090 -0.843 0.540
H -2.82722 1.12390 0.60806 0.060 0.648 0.199
H -1.56182 1.66340 -0.52131 0.445 -0.016 0.145
H -3.11386 0.92769 -1.83476 0.047 -0.013 0.022
H -0.97803 0.14928 1.47427 0.142 -0.359 0.255
H -2.13799 -1.04498 0.77670 0.282 -0.224 0.289
H -0.53909 -1.56545 -1.05578 0.060 -0.308 0.033
H 0.26391 -1.54742 0.61644 0.466 -0.703 -0.723
H 0.28082 0.80859 -1.30136 -0.050 0.047 -0.220
H 1.51791 -0.40522 -1.42406 0.257 0.284 0.174
H 2.94181 -1.04294 0.47079 -0.104 0.364 -0.423
H 3.99872 0.39476 0.56182 0.001 0.077 -0.227
H 3.15415 -0.26491 1.94449 -0.173 0.481 0.206
```
Forces are in eV/Å.

---

Entry 4:
Molecular formula: C32H42B2FN2O6
Method: DFT, ωB97M-V with the def2-TZVPD basis set

- Total charge: +1
- Orbital gap: 7.8 eV
- HOMO: -10.81 eV
- Molecular weight: 591.3 g/mol
- Calculated total energy: -53198.9594 eV
- LUMO level: -3.01 eV

Geometry as XYZ:
```
85
Properties=species:S:1:pos:R:3:forces:R:3
C -1.32218 4.15622 -0.98670 0.429 -0.119 -0.279
C 0.03798 3.49573 -1.32512 -0.386 0.616 0.262
C -0.06234 2.46884 -2.42710 -0.228 -0.501 -0.223
C -1.06890 1.32750 -2.11759 0.240 0.416 0.118
C -0.62417 -0.00910 -2.62970 0.120 -0.224 -0.192
C -1.08922 -0.44553 -3.86830 0.033 -0.282 0.053
C -0.76187 -1.67393 -4.43279 0.056 0.199 0.178
C -1.45860 -1.99238 -5.74860 -0.363 0.078 0.681
F -0.56973 -1.91113 -6.79587 0.342 -0.128 -0.266
C -2.26892 -3.30042 -5.78106 -0.081 -0.205 -0.525
C -1.80231 -4.35142 -6.80464 -0.027 -0.409 0.498
C 0.13667 -2.52476 -3.76219 0.119 -0.030 0.035
C 0.58365 -3.83417 -4.36904 0.351 0.098 -0.080
C 1.73979 -3.71825 -5.41012 -0.031 -0.574 0.253
C 2.60808 -2.50606 -5.23090 0.596 -0.672 0.388
O 2.40910 -1.44106 -5.70081 -0.379 1.053 -0.594
O 3.74725 -2.74716 -4.48970 -0.108 0.382 -0.079
C 0.61297 -2.11284 -2.50690 -0.375 0.468 -0.267
C 0.22892 -0.87310 -1.94459 0.005 -0.239 -0.249
C 0.74940 -0.51918 -0.59664 -0.177 -0.320 -0.514
O 1.00736 0.62094 -0.29297 -0.109 0.644 0.472
C 0.92459 -1.64356 0.34392 -0.034 -0.269 0.291
C 0.71857 -1.48305 1.71726 -0.089 -0.186 -0.104
B 0.30844 -0.09628 2.33287 0.597 0.561 -0.347
C 1.39142 1.01797 2.66058 -0.264 -0.572 0.326
O -1.00286 0.16100 2.61329 0.011 -0.405 0.301
C 0.89916 -2.61298 2.52380 0.038 0.193 -0.601
C 1.30001 -3.84667 1.99488 -0.022 -0.148 0.295
B 1.53423 -5.08758 2.94104 -0.112 -0.019 -0.079
C 0.94196 -5.25027 4.39426 0.246 0.624 -0.168
O 2.32817 -6.05997 2.41369 -0.063 -0.084 0.043
C 1.51399 -3.96547 0.61815 -0.035 0.483 0.072
C 1.31049 -2.86419 -0.20233 -0.152 -0.079 0.233
C 1.53602 -2.93263 -1.67343 -0.320 0.198 0.379
O 2.44410 -3.59609 -2.11242 0.379 -0.388 -0.347
H -1.22073 5.23723 -0.93462 -0.053 0.127 0.188
H -2.05124 3.95772 -1.76681 -0.184 -0.033 -0.052
H -1.71867 3.77990 -0.04755 -0.193 -0.007 0.103
H 0.44322 3.06489 -0.41334 0.171 -0.279 -0.011
H 0.72618 4.28321 -1.62470 0.179 0.009 -0.127
H -0.39210 2.95556 -3.34543 0.006 0.140 -0.094
H 0.90393 2.03519 -2.66341 0.239 -0.007 0.167
H -2.01898 1.58250 -2.57995 -0.187 -0.121 -0.029
H -1.24639 1.29164 -1.04426 0.043 -0.096 0.115
H -1.76416 0.20286 -4.41194 -0.068 0.038 -0.027
H -2.17311 -1.18440 -5.88742 0.034 0.181 -0.193
H -2.32301 -3.75067 -4.79654 0.121 0.074 0.263
H -3.29261 -3.03913 -6.03184 -0.143 0.097 0.050
H -2.50799 -4.47347 -7.61630 -0.022 0.193 -0.253
H -1.75123 -5.32384 -6.31691 0.027 -0.115 0.002
H -0.81832 -4.15385 -7.20715 0.101 0.161 -0.154
H -0.24896 -4.34940 -4.82641 -0.163 0.052 -0.207
H 0.94032 -4.49907 -3.59713 -0.006 -0.034 0.300
H 2.39401 -4.57354 -5.27045 -0.038 -0.185 0.007
H 1.37286 -3.77706 -6.42575 -0.222 0.396 -0.188
H 3.48169 -2.74690 -3.55941 0.106 -0.483 0.175
H 0.94246 2.00306 2.53011 0.089 0.213 0.060
H 2.27422 0.93070 2.04067 0.085 0.052 -0.164
H 1.71809 0.88433 3.69683 0.009 0.181 0.141
H -1.07097 0.93509 3.17989 -0.181 0.161 -0.210
H 0.73898 -2.50734 3.58728 -0.043 -0.130 0.129
H 0.55109 -4.31431 4.78491 -0.117 0.096 0.056
H 0.12329 -5.96409 4.44193 0.027 -0.254 -0.020
H 1.74355 -5.54631 5.07084 -0.055 -0.286 0.146
H 2.43109 -6.80050 3.01945 0.095 -0.096 -0.087
H 1.82303 -4.89909 0.17691 0.113 -0.157 0.028
C -2.74815 5.62611 7.68358 -0.037 0.053 -0.202
C -1.48785 4.84925 7.35114 -0.136 -0.020 0.241
N -1.10477 4.98105 5.93505 0.152 -0.009 0.025
C -1.93826 4.86042 4.84671 -0.019 -0.013 0.140
C -1.16833 5.00790 3.74064 0.127 -0.010 -0.067
N 0.12154 5.20936 4.17197 0.034 -0.011 -0.028
C 0.13404 5.18566 5.50040 -0.123 0.019 -0.072
C 1.29745 5.40160 3.31859 0.138 -0.005 0.061
H -3.61812 5.22668 7.16291 -0.008 -0.018 0.041
H -2.94397 5.55850 8.75117 0.021 -0.021 0.017
H -2.64378 6.67755 7.41623 0.024 0.006 0.046
H -1.61070 3.78832 7.56799 0.005 -0.004 -0.034
H -0.65237 5.21555 7.94481 0.069 -0.014 -0.080
H -2.98990 4.67992 4.97315 -0.021 0.023 -0.139
H -1.39662 4.99253 2.68915 -0.131 -0.024 0.023
H 1.00489 5.30907 6.12131 0.001 0.014 0.012
H 2.00432 4.59406 3.49348 0.000 -0.011 -0.047
H 1.76111 6.35767 3.54770 -0.013 0.011 -0.029
H 0.98874 5.38892 2.27826 -0.063 -0.013 0.012
```
Forces are in eV/Å.